Here is 2 unconnected molecules or ions with the total composition C61H78F6N5 at a distorted geometry from OMol25. Energies are from ωB97M-V with the def2-TZVPD basis set.

XYZ file:
```
150
Properties=species:S:1:pos:R:3:forces:R:3
C 4.688798 1.178558 -3.927794 -0.099 -0.075 0.015
C 4.873036 2.235924 -2.831457 0.063 0.208 0.073
C 6.278829 2.138578 -2.233348 -0.112 0.110 -0.072
C 3.760130 2.144316 -1.798654 -0.022 -0.166 -0.046
C 3.916579 1.468391 -0.586044 0.000 -0.153 -0.275
C 2.837053 1.250797 0.265139 -0.672 0.118 -0.103
C 2.961010 0.331438 1.474460 -0.148 0.609 0.550
C 4.391552 0.170962 1.982401 0.044 -0.021 -0.105
C 2.264770 -1.005023 1.241863 -0.097 -0.209 -0.354
C 1.579910 1.853867 -0.030182 1.060 0.074 -0.982
C 0.458600 1.759148 0.905223 1.180 0.942 1.313
N 0.446843 2.458609 2.111037 -2.431 -1.234 0.186
C 1.609173 2.949626 2.845540 0.380 0.499 0.371
C 2.028549 2.295881 4.023215 -0.168 -0.236 0.040
C 1.165897 1.250910 4.734185 0.019 0.000 -0.689
C 0.367180 1.918655 5.850622 0.005 0.197 0.035
C 1.958515 0.038994 5.212674 0.129 -0.058 0.107
C 3.277353 2.630354 4.563245 -0.161 0.216 -0.173
C 4.082656 3.585994 3.951683 -0.018 -0.049 0.023
C 3.619606 4.289293 2.841983 -0.214 -0.071 0.159
C 2.353117 4.022168 2.313712 -0.334 0.097 -0.027
C 1.711677 4.920571 1.263420 0.096 -0.578 -0.565
C 2.736408 5.700167 0.441841 0.086 0.000 0.123
C 0.647505 5.835763 1.868544 0.011 0.079 0.337
N -0.751711 2.326266 2.719957 1.452 0.177 -0.687
N -1.499873 1.556865 1.894402 1.489 -0.022 -0.097
C -2.855360 1.224846 2.277802 -0.198 -0.160 0.492
C -3.132844 -0.077652 2.738806 0.378 -0.141 0.116
C -2.024868 -1.108712 2.980562 0.047 0.360 -0.450
C -2.386822 -2.480452 2.422720 -0.095 -0.082 -0.074
C -1.673190 -1.189345 4.464851 -0.111 0.153 0.223
C -4.438694 -0.406525 3.104392 -0.045 0.163 -0.086
C -5.452533 0.541233 3.033467 0.105 0.017 -0.039
C -5.146918 1.845718 2.655843 -0.221 -0.238 0.095
C -3.852671 2.216487 2.302930 0.395 0.435 -0.276
C -3.603748 3.706800 2.031708 -0.494 -0.175 -0.138
C -2.862407 4.015806 0.731936 0.209 0.038 -0.084
C -2.959903 4.391391 3.238343 0.141 -0.067 0.245
C -0.739176 1.072941 0.799120 -1.916 -0.744 -0.582
C -1.145341 0.094313 -0.134331 0.372 1.505 1.600
C 1.436432 2.609615 -1.235531 -0.109 -0.403 0.451
C 0.134618 3.326278 -1.598097 0.006 -0.089 0.295
C -0.690094 2.515104 -2.598326 -0.023 -0.232 -0.114
C 0.364414 4.737189 -2.147519 0.074 0.114 0.072
C 2.515450 2.688596 -2.109630 0.019 -0.026 0.044
H 3.699064 1.256942 -4.390594 0.134 -0.028 0.057
H 5.444985 1.302824 -4.710028 -0.089 -0.025 0.098
H 4.790549 0.168274 -3.509437 -0.024 0.173 -0.056
H 4.768619 3.222729 -3.307123 0.075 -0.151 0.077
H 6.407980 2.852902 -1.413734 0.031 -0.131 -0.070
H 6.476733 1.127208 -1.859965 0.031 0.161 -0.035
H 7.020867 2.366735 -3.005183 -0.060 -0.082 0.134
H 4.894169 1.059808 -0.324644 -0.340 0.085 -0.110
H 2.403596 0.827690 2.280818 0.235 -0.294 -0.219
H 4.864950 1.153275 2.109267 -0.025 -0.243 -0.051
H 4.397729 -0.329288 2.959419 -0.007 0.043 -0.228
H 4.985477 -0.433184 1.283522 0.010 0.118 0.200
H 1.191267 -0.843497 1.080506 0.176 -0.048 0.019
H 2.667787 -1.502973 0.346445 -0.058 0.017 0.230
H 2.384628 -1.673545 2.106537 0.034 0.152 -0.148
H 0.446420 0.890622 3.991713 0.052 -0.072 0.125
H -0.259119 2.714171 5.427262 0.101 -0.150 0.181
H -0.281527 1.195105 6.357429 0.130 0.108 -0.038
H 1.048089 2.365177 6.587975 -0.187 -0.098 -0.081
H 2.546377 -0.394685 4.392308 -0.077 0.099 0.202
H 2.640574 0.306513 6.030525 -0.136 -0.182 -0.146
H 1.270114 -0.734747 5.577050 0.156 0.191 0.005
H 3.620038 2.127649 5.470910 -0.117 0.178 -0.345
H 5.069881 3.805954 4.361323 -0.272 -0.056 -0.117
H 4.240727 5.068512 2.397035 -0.254 -0.259 0.199
H 1.196130 4.234441 0.578908 0.078 0.332 0.064
H 3.424951 5.010552 -0.065021 -0.092 0.185 0.080
H 2.236677 6.312359 -0.317297 0.148 -0.067 0.221
H 3.315743 6.374033 1.086883 -0.106 -0.055 -0.233
H -0.089168 5.258653 2.443704 0.128 0.152 -0.118
H 1.113655 6.563283 2.548777 -0.158 -0.109 -0.147
H 0.116044 6.382357 1.077298 0.149 -0.110 0.169
H -1.142964 -0.756484 2.434978 -0.024 -0.133 0.085
H -2.524621 -2.421785 1.336930 -0.035 -0.063 0.149
H -1.591188 -3.203969 2.629372 -0.121 0.130 -0.029
H -3.312081 -2.864901 2.869699 0.226 -0.012 -0.090
H -1.413745 -0.197132 4.857294 -0.077 -0.217 -0.040
H -2.528792 -1.569325 5.040763 0.215 0.066 -0.064
H -0.817614 -1.858542 4.626537 -0.189 0.091 -0.045
H -4.650320 -1.414504 3.465430 0.002 0.342 -0.112
H -6.475610 0.269586 3.290463 0.235 0.089 -0.018
H -5.935821 2.601489 2.637867 0.268 -0.214 0.029
H -4.610852 4.133516 1.924306 0.154 -0.085 -0.004
H -3.171951 3.342015 -0.076123 0.109 0.104 0.090
H -3.072948 5.046694 0.416599 0.059 -0.214 0.092
H -1.778098 3.933975 0.871034 -0.160 -0.010 -0.091
H -3.586783 4.267508 4.128985 0.091 0.065 -0.120
H -1.983449 3.936824 3.445231 -0.327 0.321 0.025
H -2.824151 5.463870 3.054610 -0.063 -0.159 -0.007
H -2.211946 -0.120092 -0.142131 0.284 -0.254 -0.300
H -0.403210 -0.162178 -0.884914 -0.447 0.150 0.007
H -0.456532 3.420481 -0.675364 0.135 -0.061 -0.234
H -0.942726 1.532409 -2.186334 0.019 0.236 -0.128
H -1.623773 3.040245 -2.837525 0.169 -0.077 -0.003
H -0.117998 2.370016 -3.525859 -0.143 0.073 0.118
H 1.062760 5.304241 -1.520615 -0.199 -0.158 -0.243
H 0.768256 4.696257 -3.167837 -0.100 0.101 0.202
H -0.587214 5.285352 -2.175061 0.202 -0.139 -0.077
H 2.388089 3.206444 -3.065729 0.092 -0.098 0.320
C 0.501110 -7.945901 0.184064 -0.270 -0.660 -0.540
N 0.454600 -6.621031 0.751000 0.585 0.393 0.252
C 0.762035 -6.534373 2.171206 0.292 0.093 -0.415
C -0.510341 -6.648925 2.950848 -2.163 -0.029 0.495
F -0.364113 -6.535038 4.296493 0.085 -0.148 -1.306
F -1.404621 -5.675857 2.548942 0.868 -0.891 0.570
F -1.127163 -7.847462 2.684940 0.596 0.969 0.436
C 0.083402 -5.543154 0.013877 -0.257 0.361 0.205
C 0.276900 -4.210756 0.479221 -0.148 0.115 -0.261
C -0.271564 -3.145063 -0.198433 0.142 -0.143 0.234
C -0.947603 -3.294719 -1.444383 0.086 -0.082 0.139
C -1.481743 -2.158360 -2.122613 -0.755 -2.098 -1.409
C -1.813696 -2.241173 -3.518573 0.349 0.219 -0.247
C -2.916921 -1.521601 -4.072466 0.170 -0.177 0.091
C -3.395363 -1.788050 -5.339591 0.003 0.064 0.063
C -2.742762 -2.729748 -6.187921 0.019 -0.387 0.416
N -3.300436 -3.152527 -7.362147 0.554 0.233 -0.121
C -4.637668 -2.767565 -7.754315 -0.563 0.251 -0.139
C -2.496202 -3.689388 -8.457806 -0.205 0.300 0.168
C -2.629320 -5.179444 -8.569666 -0.350 -1.975 0.248
F -2.091031 -5.685630 -9.718985 -0.496 0.722 1.245
F -2.010185 -5.804091 -7.509230 -0.527 0.451 -1.053
F -3.947375 -5.567029 -8.527104 1.299 0.253 -0.163
C -1.521642 -3.296469 -5.724850 0.007 0.195 0.199
C -1.086262 -3.068036 -4.435643 -0.392 -0.159 -0.066
C -1.086587 -4.647226 -1.920578 0.433 0.108 -0.140
C -0.588207 -5.726804 -1.225031 -0.054 0.148 -0.284
H 0.916053 -7.913371 -0.832110 -0.017 -0.029 0.306
H 1.149739 -8.571382 0.807387 -0.221 0.097 -0.258
H -0.497495 -8.410302 0.130734 0.309 0.065 0.082
H 1.390363 -7.393348 2.431430 0.053 0.455 0.133
H 1.234452 -5.583683 2.425156 0.123 -0.344 0.096
H 0.878275 -4.031448 1.370971 -0.400 0.090 -0.239
H -0.180695 -2.137191 0.204151 0.052 -0.167 -0.083
H -1.842752 -1.310106 -1.573625 0.217 0.155 0.131
H -3.429101 -0.790422 -3.446802 0.060 -0.163 -0.144
H -4.288179 -1.274060 -5.701184 0.428 -0.088 0.259
H -5.225431 -2.500176 -6.871907 0.063 -0.161 -0.342
H -4.616134 -1.917448 -8.453835 -0.059 -0.093 0.211
H -5.130339 -3.609336 -8.254836 0.134 0.238 0.181
H -2.883367 -3.276829 -9.400281 0.369 0.063 0.199
H -1.436767 -3.460894 -8.312940 -0.210 0.109 -0.294
H -0.975666 -3.983613 -6.369427 -0.066 0.219 0.322
H -0.181626 -3.575173 -4.105158 -0.128 0.251 -0.040
H -1.612455 -4.843441 -2.854758 -0.028 0.088 0.362
H -0.734347 -6.740918 -1.606122 -0.105 0.505 0.121
```
Positions in Å, forces in eV/Å.

## Properties
LUMO level   -4.20 eV
HOMO level   -0.3051 Eh
Net charge   +1
Max |F|   0.0532 Eh/bohr